No. 1
Molecular formula: C22H31BeCaCl2F4N3O11P
Method: DFT, wB97M-V/def2-TZVPD

The net charge is +1.

Geometry (Å):
1 C -3.575 -1.424 1.870
2 C -2.743 -2.114 0.771
3 P -2.173 -0.944 -0.518
4 C -1.540 -1.909 -1.962
5 C -1.373 -1.062 -3.239
6 C -0.703 0.032 0.021
7 C 0.278 -0.320 0.844
8 O 0.232 -1.576 1.506
9 C -0.101 -1.377 2.739
10 N -0.417 -1.032 3.791
11 C 1.495 0.509 1.164
12 O 2.406 -0.042 1.743
13 C 1.426 1.943 0.768
14 C 2.402 3.016 1.190
15 C 3.377 2.633 2.287
16 O 3.236 2.925 3.442
17 O 4.500 1.964 1.872
18 C 0.423 2.308 -0.043
19 F 0.312 3.570 -0.440
20 C -0.614 1.391 -0.586
21 O -1.338 1.727 -1.494
22 H -3.065 -0.574 2.315
23 H -4.538 -1.140 1.454
24 H -3.797 -2.202 2.602
25 H -1.972 -2.747 1.208
26 H -3.437 -2.804 0.262
27 H -2.260 -2.707 -2.103
28 H -0.595 -2.347 -1.635
29 H -0.373 -1.227 -3.632
30 H -2.062 -1.429 -3.993
31 H -1.520 0.002 -3.090
32 H 1.837 3.863 1.573
33 H 2.947 3.391 0.326
34 H 4.470 1.052 2.212
35 C -1.557 -7.192 0.175
36 C -0.907 -6.911 -1.162
37 O -1.774 -5.909 -1.711
38 C -2.399 -5.306 -0.694
39 O -3.068 -4.312 -0.810
40 O -2.192 -5.938 0.470
41 H -0.842 -7.456 0.949
42 H -2.322 -7.966 0.118
43 H 0.097 -6.493 -1.063
44 H -0.865 -7.782 -1.810
45 F -2.229 1.308 4.147
46 Be 5.605 1.056 4.065
47 F -4.897 -5.377 -1.160
48 C 0.182 -1.933 6.903
49 C -0.535 -2.258 8.128
50 N -1.122 -2.486 9.087
51 H -0.455 -1.338 6.249
52 H 1.085 -1.359 7.108
53 H 0.474 -2.826 6.354
54 Ca -2.653 0.462 5.793
55 C 4.352 0.941 -2.228
56 Cl 3.444 0.602 -0.736
57 Cl 3.835 -0.109 -3.546
58 H 4.184 1.972 -2.516
59 H 5.405 0.774 -2.036
60 C -4.053 4.425 -3.540
61 C -3.448 3.419 -4.471
62 O -2.117 3.771 -4.800
63 H -4.033 5.426 -3.969
64 H -5.083 4.172 -3.275
65 H -3.415 4.480 -2.549
66 H -4.021 3.384 -5.407
67 H -3.452 2.414 -4.029
68 H -1.613 3.798 -3.977
69 C 5.939 5.418 -1.812
70 N 6.030 4.168 -2.616
71 O 6.977 3.439 -2.424
72 O 5.139 3.963 -3.418
73 H 6.794 5.462 -1.149
74 H 5.938 6.252 -2.507
75 H 5.009 5.379 -1.253
76 F -2.402 4.957 -1.689

No. 2
Molecular formula: C22H31BrN5O5P2S4Tl
Method: DFT, wB97M-V/def2-TZVPD

The energy above the lowest of the compared OMol25 structures with the same formula, charge and spin is 59.6 kJ/mol. The net charge is -2.

Geometry (Å):
1 Tl 0.265 -0.481 -0.208
2 C 1.231 3.544 -0.875
3 P 0.689 2.946 0.768
4 C 1.922 3.894 1.784
5 C -0.791 4.053 0.980
6 C -1.946 3.620 0.053
7 P -1.995 1.775 -0.304
8 C -2.562 1.191 1.364
9 C -3.660 1.763 -1.106
10 H 1.305 4.635 -0.893
11 H 0.527 3.184 -1.622
12 H 2.200 3.094 -1.089
13 H 2.036 4.924 1.435
14 H 2.874 3.372 1.680
15 H 1.650 3.905 2.841
16 H -0.494 5.090 0.786
17 H -1.114 3.992 2.025
18 H -1.821 4.091 -0.926
19 H -2.911 3.941 0.462
20 H -3.374 1.807 1.762
21 H -1.726 1.191 2.061
22 H -2.907 0.163 1.245
23 H -4.413 2.263 -0.489
24 H -3.950 0.727 -1.268
25 H -3.582 2.252 -2.075
26 S 3.382 0.314 -0.157
27 S 3.633 -1.466 0.787
28 S 3.524 -3.141 -0.497
29 S 1.605 -3.619 -0.957
30 Br -0.580 1.969 5.996
31 C 0.028 0.530 4.903
32 C 0.182 -0.731 5.451
33 C 0.661 -1.732 4.618
34 C 0.928 -1.429 3.291
35 N 0.738 -0.221 2.774
36 C 0.314 0.752 3.568
37 H -0.058 -0.923 6.487
38 H 0.799 -2.734 5.001
39 H 1.321 -2.175 2.609
40 H 0.207 1.730 3.115
41 C 0.534 -1.989 -5.107
42 N 0.339 -0.759 -4.384
43 C -0.856 0.049 -4.453
44 C -0.573 1.105 -3.394
45 O -1.251 2.106 -3.202
46 N 0.581 0.765 -2.744
47 C 1.082 -0.312 -3.356
48 N 2.293 -0.799 -3.069
49 H -0.434 -2.363 -5.438
50 H 0.993 -2.741 -4.464
51 H 1.175 -1.831 -5.982
52 H -1.744 -0.513 -4.132
53 H -1.021 0.467 -5.449
54 H 2.696 -0.392 -2.217
55 H 2.385 -1.812 -3.099
56 O -3.207 -1.758 -3.035
57 C -3.005 -1.740 -1.807
58 O -2.149 -1.105 -1.146
59 C -3.966 -2.611 -0.994
60 C -3.558 -3.229 0.184
61 C -4.409 -4.079 0.864
62 C -5.695 -4.302 0.372
63 C -6.124 -3.663 -0.792
64 C -5.257 -2.832 -1.469
65 N -6.577 -5.207 1.043
66 O -6.188 -5.773 2.054
67 O -7.698 -5.389 0.585
68 H -2.551 -3.047 0.536
69 H -4.100 -4.595 1.761
70 H -7.128 -3.847 -1.144
71 H -5.551 -2.345 -2.388

No. 3
Molecular formula: C22H31BrO5PPdSi
Method: DFT, wB97M-V/def2-TZVPD

The energy above the lowest of the compared OMol25 structures with the same formula, charge and spin is 73.3 kJ/mol. The net charge is +1.

Geometry (Å):
1 Pd 0.014 1.405 -0.332
2 Br 2.545 2.650 -0.707
3 C 3.033 2.151 1.063
4 C 4.293 2.460 1.476
5 C 4.684 2.155 2.798
6 C 3.800 1.576 3.657
7 C 2.487 1.247 3.238
8 C 1.569 0.661 4.144
9 C 0.301 0.362 3.752
10 C -0.097 0.587 2.413
11 C 0.759 1.159 1.500
12 C 2.080 1.509 1.903
13 H 4.984 2.949 0.804
14 H 5.683 2.410 3.124
15 H 4.085 1.369 4.681
16 H 1.894 0.461 5.158
17 H -0.400 -0.081 4.448
18 H -1.099 0.301 2.118
19 O -1.120 3.191 -2.621
20 C -0.836 4.121 -1.652
21 O -0.675 3.842 -0.502
22 H -0.783 5.112 -2.103
23 C -1.598 -3.517 -0.340
24 C -1.281 -2.046 -0.413
25 O 0.162 -1.901 -0.370
26 P 0.912 -0.547 -0.687
27 O 1.125 -0.460 -2.246
28 C 1.708 -1.563 -3.004
29 C 0.640 -2.205 -3.852
30 O 2.358 -0.824 -0.146
31 C 2.631 -1.526 1.109
32 C 3.012 -2.955 0.820
33 H -2.677 -3.661 -0.400
34 H -1.247 -3.947 0.597
35 H -1.135 -4.056 -1.166
36 H -1.684 -1.499 0.436
37 H -1.650 -1.593 -1.333
38 H 2.167 -2.270 -2.312
39 H 2.496 -1.115 -3.606
40 H -0.108 -2.701 -3.233
41 H 1.087 -2.952 -4.508
42 H 0.143 -1.460 -4.473
43 H 1.759 -1.451 1.761
44 H 3.445 -0.967 1.565
45 H 2.200 -3.484 0.321
46 H 3.229 -3.467 1.758
47 H 3.903 -2.999 0.194
48 C -4.438 2.531 -1.292
49 Si -3.701 0.852 -0.992
50 C -3.835 0.343 0.791
51 C -4.425 -0.433 -2.124
52 C -1.879 1.097 -1.459
53 C -1.279 1.971 -2.099
54 H -5.518 2.456 -1.141
55 H -4.271 2.870 -2.316
56 H -4.060 3.291 -0.608
57 H -4.888 0.239 1.064
58 H -3.394 1.079 1.466
59 H -3.358 -0.620 0.969
60 H -5.502 -0.520 -1.969
61 H -3.990 -1.419 -1.952
62 H -4.261 -0.170 -3.171

Across the entries above, LUMO energy takes the values -8.2; 3.3; -3.0 eV, respectively.
Across the entries above, E_HOMO takes the values -9.55; -0.99; -10.80 eV, respectively.